{
  "formula": "C52H70BCl2N8O2P2S3Ti",
  "method": "wB97M-V/def2-TZVPD",
  "relative_energy_ev": 0.695,
  "homo_ev": [-9.6, -10.0],
  "orbital_gap_ha": [0.2432, 0.2396],
  "spin_multiplicity": 3,
  "s_squared": 2.0161,
  "energy_ev": -170995.572,
  "fmax_ha_per_bohr": 0.037,
  "total_charge": 1,
  "symbols": ["Ti", "Cl", "Cl", "S", "S", "S", "P", "P", "O", "O", "N", "N", "N", "N", "N", "N", "N", "N", "C", "C", "C", "C", "C", "C", "C", "C", "C", "C", "C", "C", "C", "C", "C", "C", "C", "C", "C", "C", "C", "C", "C", "C", "C", "C", "C", "C", "C", "C", "C", "C", "C", "C", "C", "C", "C", "C", "C", "C", "C", "C", "C", "C", "C", "C", "C", "C", "C", "C", "C", "C", "B", "H", "H", "H", "H", "H", "H", "H", "H", "H", "H", "H", "H", "H", "H", "H", "H", "H", "H", "H", "H", "H", "H", "H", "H", "H", "H", "H", "H", "H", "H", "H", "H", "H", "H", "H", "H", "H", "H", "H", "H", "H", "H", "H", "H", "H", "H", "H", "H", "H", "H", "H", "H", "H", "H", "H", "H", "H", "H", "H", "H", "H", "H", "H", "H", "H", "H", "H", "H", "H", "H"],
  "coordinates": [[0.3236, 2.4115, 0.4430], [1.7876, 5.3395, 3.7795], [3.8102, 8.7928, 0.1618], [2.2333, 1.0555, 1.3163], [-2.1129, 2.8777, 0.5257], [-0.9694, 2.6041, 3.5754], [2.3294, 0.3857, -2.3098], [-0.9848, 1.4422, -2.4305], [0.9866, 3.8374, 1.3838], [0.9195, 3.3526, -1.1179], [-0.3780, -1.6766, 0.3373], [-2.6022, -0.7292, 2.1407], [-2.0856, 0.3988, 1.5764], [-0.1368, 0.1709, 3.2088], [-0.1885, 2.3351, -4.8856], [0.2587, -1.0961, 3.5138], [2.5362, 2.0278, -4.4635], [0.2874, -0.6129, 0.8521], [-0.3309, -3.9569, -0.5493], [0.2888, -4.3189, -1.9041], [-2.8608, 0.3782, -4.2792], [-4.7322, 0.2847, 1.9296], [-1.1077, -1.1279, -3.3365], [3.5321, -2.0316, -2.3432], [1.6694, 1.5124, -3.6408], [2.0722, 5.7809, 2.1325], [2.9763, 7.3051, 0.4800], [-1.8266, -3.7475, -0.7141], [0.7059, 2.7764, -5.8092], [2.5746, 6.4961, -0.5389], [1.7542, -2.7212, 0.2091], [0.6206, -1.3481, 4.7424], [-2.8025, 1.4604, 1.1787], [1.6108, -0.4770, 0.8976], [0.2571, 1.7487, -3.8153], [-5.0894, 2.5474, 0.9535], [-2.0536, 2.8832, -2.7556], [1.6318, 4.9295, 1.1029], [3.8905, -1.5863, 0.8473], [-2.9802, -0.3077, -1.8833], [3.0011, 3.2605, -6.4726], [0.6499, -0.3073, 5.7160], [2.4136, -1.6229, 0.6287], [1.4848, 4.4478, -1.2902], [3.7891, 1.3786, -1.8273], [0.2194, 0.9337, 5.4197], [2.5383, 3.8640, -7.6013], [1.3474, -2.9601, 6.5388], [2.7257, 6.9416, 1.8212], [1.8974, 5.2893, -0.2274], [0.9892, -2.8011, 5.0634], [-0.2005, -3.7003, 4.7346], [0.2623, 2.0681, 6.3943], [-0.2696, 1.1804, 4.0887], [-2.0335, 0.0471, -3.0380], [0.3469, -2.7144, 0.0049], [3.0913, -0.9559, -3.3374], [-3.6817, -3.2506, 2.8054], [2.0775, 2.6889, -5.5609], [-4.2011, -1.6073, 4.6149], [0.2428, 3.3920, -6.9993], [2.1770, -3.2219, 4.2023], [-4.2244, 1.3961, 1.3589], [-5.9180, -2.1819, 2.8827], [4.2924, -0.5260, -4.1761], [-4.4255, -1.9656, 3.1400], [1.1429, 3.9217, -7.8722], [-0.0840, -5.0992, 0.4468], [-3.8904, -0.7856, 2.3313], [2.0124, -1.5437, -4.2448], [-0.5442, 0.4091, 1.7275], [-3.9075, -4.0066, 3.5576], [1.7086, -0.8447, -5.0253], [3.2343, 4.2975, -8.3056], [1.1083, 2.7232, 6.1671], [-2.0481, -2.8824, -1.3290], [-3.6104, -1.1499, -2.1792], [-5.0944, 2.6644, -0.1303], [-2.4380, -0.5924, -0.9802], [-2.2535, 0.7696, -5.0962], [3.5107, 2.1022, -1.0606], [1.9330, -3.1208, 3.1502], [1.5473, -4.0110, 6.7483], [4.3158, -0.6324, 0.5343], [-1.6987, -2.0319, -3.5002], [4.2581, -1.6559, -1.6228], [2.7748, 6.7631, -1.5660], [0.3706, 1.6958, 7.4104], [-3.3498, -0.5353, -4.6263], [1.0480, -0.5087, 6.6996], [-2.2571, -4.6292, -1.1887], [-2.3112, -3.5978, 0.2426], [-3.1364, -1.5026, 4.8255], [-3.0066, 2.7341, -2.2468], [-0.5191, -0.9477, -4.2382], [-3.6439, 0.5255, -1.6417], [-3.6425, 1.1049, -4.0614], [-6.2322, -3.1159, 3.3475], [1.6709, 4.7440, -2.3292], [2.4354, -4.2638, 4.3965], [-1.0768, -3.4375, 5.3290], [-4.7124, 3.4808, 1.3692], [4.0072, -2.8521, -2.8852], [1.3683, -4.4590, -1.8385], [4.5433, 0.7228, -1.3890], [4.1118, -1.7035, 1.9088], [-2.6066, -3.1038, 2.7719], [2.4014, -2.4383, -4.7356], [4.2249, 1.8916, -2.6863], [0.0508, -4.7393, 4.9461], [-0.1407, -5.2544, -2.2613], [0.5343, -2.6452, 7.1929], [5.1434, -0.2413, -3.5566], [1.1232, -1.8357, -3.6807], [4.0611, 0.3125, -4.8384], [2.6815, -2.4340, -1.7955], [2.3036, -3.6319, 0.0052], [-1.5993, 3.7883, -2.3476], [-0.6371, 2.6760, 6.3219], [-4.6050, -2.3898, 5.2565], [-6.1364, -2.2543, 1.8167], [-0.3793, -4.8143, 1.4578], [-0.8214, 3.4346, -7.1785], [-0.4144, -1.3189, -2.5137], [-4.0055, -3.6393, 1.8417], [0.0910, -3.5522, -2.6502], [4.3802, -2.3900, 0.3035], [3.0554, 7.5874, 2.6224], [2.2410, -2.3983, 6.8112], [0.8003, 4.3978, -8.7795], [-2.2087, 3.0113, -3.8296], [-4.6926, -0.6697, 4.8769], [0.9611, -5.4097, 0.4706], [-5.7947, 0.2236, 2.1099], [3.0577, -2.6141, 4.4164], [-6.5340, -1.3923, 3.3106], [4.6115, -1.3694, -4.7930], [4.0559, 3.1832, -6.2529], [-6.1104, 2.3905, 1.2948], [-0.6756, -5.9675, 0.1582], [-0.4674, -3.6117, 3.6846]]
}

{
  "formula": "C23H43Cl3N2O18",
  "method": "wB97M-V/def2-TZVPD",
  "homo_ev": [0.1, -6.7],
  "orbital_gap_ha": [0.0797, 0.3299],
  "spin_multiplicity": 2,
  "s_squared": 0.7528,
  "energy_ev": -101946.349,
  "fmax_ha_per_bohr": 0.094,
  "total_charge": -1,
  "symbols": ["Cl", "Cl", "Cl", "O", "O", "O", "O", "O", "O", "O", "O", "O", "O", "O", "O", "O", "O", "O", "O", "O", "O", "N", "N", "C", "C", "C", "C", "C", "C", "C", "C", "C", "C", "C", "C", "C", "C", "C", "C", "C", "C", "C", "C", "C", "C", "C", "H", "H", "H", "H", "H", "H", "H", "H", "H", "H", "H", "H", "H", "H", "H", "H", "H", "H", "H", "H", "H", "H", "H", "H", "H", "H", "H", "H", "H", "H", "H", "H", "H", "H", "H", "H", "H", "H", "H", "H", "H", "H", "H"],
  "coordinates": [[-2.1252, -1.2224, -0.9074], [0.1073, -2.8119, -0.2153], [0.1426, 0.2151, -0.7917], [-2.0724, 3.2328, 2.3692], [1.8251, 0.8946, 4.2462], [1.4551, 1.0034, -5.2239], [-1.5078, 0.9559, 2.4012], [3.5366, -2.0198, -4.1624], [2.1546, 5.1486, 2.5752], [1.5054, -1.1615, 3.7939], [2.8478, 2.3553, -4.1314], [1.2942, -2.4800, -4.0608], [-3.0271, 1.8136, 0.8242], [-2.5996, -5.7527, 3.9057], [3.3079, 6.0840, 0.8568], [2.0448, 0.1109, 1.9967], [-2.5424, -3.5470, 4.4954], [-0.9021, -4.4437, 3.1479], [2.2611, -1.6142, -2.3106], [3.1702, 1.9319, -6.3932], [2.0992, 4.3979, 0.3285], [-6.2920, -3.0732, -0.6753], [-2.7516, 0.8259, -3.6092], [2.4587, 5.1728, 1.3890], [-3.7396, -6.1022, 4.8024], [1.8059, -0.0474, 3.2259], [1.1362, -2.4943, -5.4413], [-3.6928, 2.8686, 0.1911], [2.5166, 2.1111, 4.0670], [-1.2530, 3.6004, 3.4446], [4.3601, 2.7126, -6.5582], [1.3395, 3.2276, 0.5840], [0.7254, 0.7447, -4.0386], [1.4106, -2.3572, 2.9654], [-5.3529, -3.5873, -0.2241], [2.5057, 1.8176, -5.1614], [-5.0148, -0.1102, -2.6327], [-0.3843, -5.5338, 2.3943], [-4.1315, -4.2042, 0.2286], [3.8581, 7.1258, 1.6628], [-2.1285, -4.5230, 3.8982], [-0.6199, -1.1728, -0.0138], [2.4720, -2.0088, -3.5021], [3.2111, -1.0623, -1.4044], [-3.7582, 0.4105, -3.1864], [-2.0877, 1.9123, 1.8896], [-3.3949, -3.4684, 0.5513], [-1.0329, -6.4070, 2.3248], [-4.4130, -6.7590, 4.2517], [-4.3320, -5.2140, 5.0224], [0.4303, 3.3856, 1.1640], [5.1404, 2.2497, -5.9541], [1.2955, -1.5161, -5.8950], [3.0999, 7.5187, 2.3402], [-3.6316, 3.8095, 0.7380], [4.1827, 3.7512, -6.2790], [2.9667, -0.0010, -1.3617], [4.7515, 6.8123, 2.2028], [4.2103, -1.1453, -1.8320], [0.1151, -0.1375, -4.2323], [-0.5852, 2.7843, 3.7206], [1.7904, 2.8372, 3.7017], [-5.4606, -0.8872, -3.2537], [1.0473, 2.7539, -0.3532], [-3.6681, -4.7785, -0.5736], [-4.4017, -4.9346, 0.9912], [0.0088, 1.5403, -3.8351], [-0.7175, 4.5099, 3.1724], [1.8343, -3.1667, -5.9400], [3.0820, -1.3671, -0.3659], [-5.6780, 0.7027, -2.3370], [0.5829, -5.8053, 2.8173], [-0.1775, -5.0089, 1.4616], [2.9210, 2.5674, 4.9705], [1.4278, 0.5886, -3.2198], [2.3052, -2.4983, 2.3590], [4.5843, 2.6816, -7.6244], [0.1640, -2.8628, -5.7687], [3.3491, 1.9179, 3.3905], [3.9918, 8.0285, 1.0667], [0.5995, -2.2622, 2.2434], [-1.9321, 3.8338, 4.2647], [1.8789, 2.3926, 1.0311], [-3.5224, -6.5393, 5.7770], [-3.2948, 3.1464, -0.7849], [1.2243, -3.2677, 3.5349], [-4.7505, 2.6076, 0.2249], [-4.6908, -0.7182, -1.7880], [-0.8689, -1.0186, 1.0361]]
}